Arrangement one

Here is an isolated molecule of C4H9NO2S from the Open Molecules 2025 dataset. Energies are from wB97M-V/def2-TZVPD.

Last column: natural (NBO) charge in e.
Atoms and positions in Å:
S1 -0.899 -1.050 -3.021  -0.063
O1 -0.462 1.835 -1.718  -0.527
O2 1.415 1.166 1.764  -0.750
N1 -0.035 -0.578 0.963  -0.633
C1 -0.997 -1.054 -1.194  -0.508
C2 1.117 -0.239 1.713  0.083
C3 -0.355 1.348 -0.621  0.446
C4 -0.030 -0.154 -0.440  -0.181
H1 -0.737 0.265 -3.164  0.158
H2 0.998 -0.281 -0.772  0.229
H3 -0.735 -2.076 -0.921  0.238
H4 1.024 -0.649 2.715  0.171
H5 -0.492 1.925 0.308  0.126
H6 -2.026 -0.903 -0.916  0.211
H7 1.139 1.523 2.624  0.472
H8 1.966 -0.692 1.216  0.167
H9 -0.892 -0.385 1.465  0.363

Values from the calculation:
- E_HOMO: -8.90 eV
- Structure (SMILES): O=C[C@H](CS)NCO
- LUMO level: 0.02077 Eh
- Frontier orbital gap: 9.47 eV
- 2S+1: 1


Arrangement two

Here is an isolated molecule of C4H9NO2S from the Open Molecules 2025 dataset. Energies are from wB97M-V/def2-TZVPD.

Last column: natural (NBO) charge in e.
Atoms and positions in Å:
S1 1.252 0.534 0.390  0.708
O1 -1.461 1.960 0.065  -0.700
O2 1.371 -2.000 1.018  -0.339
N1 0.801 -1.010 1.406  -0.082
C1 -1.430 0.706 -0.477  0.057
C2 0.051 0.389 -0.836  -0.482
C3 2.677 -0.187 -0.566  -0.759
C4 -2.074 -0.221 0.546  -0.641
H1 -2.009 0.489 -1.417  0.194
H2 3.570 0.375 -0.288  0.241
H3 0.262 -0.481 -1.337  0.176
H4 -3.064 0.263 0.595  0.215
H5 2.626 -1.385 -0.495  0.274
H6 2.370 0.109 -1.555  0.239
H7 -2.189 -1.315 0.426  0.229
H8 -1.498 -0.128 1.543  0.203
H9 -1.255 1.902 0.983  0.468

Values from the calculation:
- E_HOMO (spin up / spin down): -7.49 / -7.82 eV
- Structure (SMILES): C[C@@H](O)/C=S(/C)#[N+][O-]
- LUMO level (spin up / spin down): -0.02996 / 0.01792 Eh
- Frontier orbital gap (spin up / spin down): 6.68 / 8.31 eV
- 2S+1: 1


Arrangement three

Here is an isolated molecule of C4H9NO2S from the Open Molecules 2025 dataset. Energies are from wB97M-V/def2-TZVPD.

Last column: natural (NBO) charge in e.
Atoms and positions in Å:
S1 -0.657 1.556 -1.947  -0.070
O1 -1.705 1.146 1.438  -0.571
O2 -0.528 -0.035 2.856  -0.669
N1 0.888 -1.309 -1.388  -0.831
C1 0.665 1.101 -0.729  -0.525
C2 0.678 -0.414 -0.249  -0.045
C3 -0.618 -0.811 0.482  -0.534
C4 -1.008 0.207 1.621  0.794
H1 -1.605 1.915 -1.113  0.148
H2 -0.497 -1.802 0.911  0.221
H3 1.634 1.330 -1.193  0.221
H4 0.570 1.670 0.178  0.224
H5 0.039 -0.830 2.839  0.484
H6 1.792 -1.116 -1.758  0.353
H7 1.546 -0.582 0.414  0.193
H8 0.265 -1.177 -2.121  0.362
H9 -1.461 -0.848 -0.241  0.247

Values from the calculation:
- E_HOMO: -9.21 eV
- Structure (SMILES): N[C@@H](CS)CC(=O)O
- LUMO level: 0.01788 Eh
- Frontier orbital gap: 9.70 eV
- 2S+1: 1


Arrangement four

Here is a cluster of 2 separate species, C4H9NO2S in total from the Open Molecules 2025 dataset. Energies are from wB97M-V/def2-TZVPD.

Last column: natural (NBO) charge in e.
Atoms and positions in Å:
S1 2.103 -1.032 0.546  -0.005
O1 0.460 -0.490 2.777  -0.663
O2 -0.641 1.186 2.015  -0.581
N1 -0.213 -0.077 -0.607  -0.452
C1 0.646 0.008 0.416  -0.114
C2 0.139 0.313 1.744  0.716
C3 -1.616 0.265 -0.437  -0.432
C4 0.249 0.163 -1.921  -0.396
H1 -2.263 -0.407 -1.058  0.209
H2 0.766 -1.348 2.444  0.484
H3 1.615 -2.265 0.217  0.120
H4 -1.981 0.164 0.614  0.244
H5 1.400 1.490 0.488  0.053
H6 1.367 -0.019 -2.001  0.225
H7 -0.102 1.121 -2.041  0.192
H8 -1.675 1.348 -0.588  0.201
H9 -0.254 -0.420 -2.608  0.199

Values from the calculation:
- E_HOMO: -8.69 eV
- LUMO level: 0.01302 Eh
- Frontier orbital gap: 9.05 eV
- 2S+1: 1


On energetic grounds, arrangement three is preferred over the next structure by 0.0382 hartree.


Arrangement one

Here is a cluster of 2 separate species, C2H5FIN in total from the Open Molecules 2025 dataset. Energies are from wB97M-V/def2-TZVPD.

Last column: natural (NBO) charge in e.
Atoms and positions in Å:
I1 5.173 0.407 0.124  -0.099
F1 0.307 -2.214 0.391  -0.278
N1 -0.392 -1.202 -0.336  -0.025
C1 -0.875 -0.313 0.439  0.066
C2 -1.926 0.582 -0.097  -0.656
H1 -2.871 0.047 0.116  0.239
H2 -0.745 -0.350 1.624  0.196
H3 -1.842 1.571 0.263  0.226
H4 5.016 0.860 -1.401  0.099
H5 -1.844 0.613 -1.122  0.232

Values from the calculation:
- E_HOMO: -10.02 eV
- Structure (SMILES): C/C=N/F.I
- LUMO level: 0.02719 Eh
- Frontier orbital gap: 10.76 eV
- 2S+1: 1


Arrangement two

Here is a cluster of 2 separate species, C2H5FIN in total from the Open Molecules 2025 dataset. Energies are from wB97M-V/def2-TZVPD.

Last column: natural (NBO) charge in e.
Atoms and positions in Å:
I1 -2.667 1.029 0.980  0.148
F1 -0.013 1.452 1.839  -0.337
N1 0.279 0.556 -0.638  -0.588
C1 -0.711 0.484 1.262  0.170
C2 0.611 -0.710 -1.100  -0.456
H1 -0.121 -1.497 -0.924  0.201
H2 1.066 0.968 -0.147  0.341
H3 0.706 -0.597 -2.216  0.204
H4 -0.693 -0.428 1.696  0.150
H5 1.543 -1.258 -0.752  0.167

Values from the calculation:
- E_HOMO: -8.96 eV
- LUMO level: 0.00632 Eh
- Frontier orbital gap: 9.14 eV
- 2S+1: 1


On energetic grounds, arrangement one is preferred over the next structure by 0.0305 hartree.